1.
{
  "formula": "C12H16F17NO5P3S",
  "method": "the ωB97M-V functional and the def2-TZVPD basis",
  "species": ["C", "C", "N", "F", "P", "P", "O", "O", "O", "P", "S", "H", "H", "H", "H", "H", "H", "H", "H", "C", "C", "C", "F", "F", "F", "F", "O", "C", "C", "F", "F", "F", "F", "H", "H", "H", "H", "C", "C", "C", "F", "F", "F", "F", "O", "C", "C", "F", "F", "F", "F", "H", "H", "H", "H"],
  "xyz": [[3.8558, 0.0495, 1.3173], [3.3963, -0.4774, 0.1175], [2.0883, -1.2234, -0.0295], [2.1158, -2.0294, -1.1168], [0.8134, 0.0691, -0.1514], [-1.1998, -0.7521, 0.0529], [-2.1754, 0.1731, -0.6635], [-1.3886, -2.2952, -0.5656], [-1.6400, -0.7253, 1.6930], [1.9257, -2.2413, 1.5021], [1.0247, -3.9316, 1.1139], [4.9294, 0.1444, 1.6178], [3.0901, 0.4687, 2.0393], [4.0119, -0.2963, -0.8127], [1.0928, 0.9249, 0.9782], [-1.6703, -2.8362, 0.2091], [-1.7456, 0.2357, 1.8822], [1.2579, -1.4592, 2.4968], [3.2507, -2.5980, 1.9317], [2.2572, -1.9024, -4.3187], [1.3788, -2.4455, -5.4696], [1.8675, -3.7176, -6.1675], [3.0552, -3.5528, -6.7716], [0.9937, -4.0785, -7.1365], [1.1721, -1.4563, -6.3646], [0.1593, -2.7252, -4.9265], [3.1459, -0.8194, -4.6263], [4.4207, -1.1191, -5.1439], [4.6288, -0.5514, -6.5516], [3.7333, -1.0538, -7.4222], [5.8554, -0.8757, -7.0150], [4.6473, -2.4396, -5.0718], [5.3076, -0.5443, -4.2994], [1.5620, -1.4678, -3.5959], [2.7636, -2.7000, -3.7700], [1.9460, -4.5496, -5.4616], [4.5280, 0.5362, -6.5510], [-4.1213, 1.8115, 5.6498], [-5.1540, 2.8112, 6.2198], [-6.3360, 3.1691, 5.3154], [-5.9526, 3.7745, 4.1777], [-7.1591, 4.0371, 5.9500], [-4.5055, 3.9250, 6.6276], [-5.6667, 2.2394, 7.3447], [-2.9117, 2.3564, 5.0948], [-2.9082, 2.7584, 3.7507], [-2.6357, 4.2569, 3.5848], [-3.5713, 4.9978, 4.2014], [-2.6579, 4.5996, 2.2762], [-4.0384, 2.3604, 3.1525], [-1.9048, 2.0549, 3.1537], [-3.7724, 1.2296, 6.5061], [-4.5775, 1.0767, 4.9838], [-6.9203, 2.2806, 5.0599], [-1.6621, 4.5237, 4.0026]],
  "molar_mass_g_mol": 702.2,
  "total_charge": 1,
  "orbital_gap_ev": 8.06,
  "e_tot_ha": -4017.37671,
  "lumo_energy_ev": -5.47
}

***

2.
{
  "formula": "H37O18",
  "method": "the ωB97M-V functional and the def2-TZVPD basis",
  "species": ["O", "H", "H", "O", "H", "O", "H", "H", "O", "H", "H", "O", "H", "H", "O", "H", "H", "O", "H", "H", "O", "H", "H", "O", "H", "H", "O", "H", "H", "O", "H", "H", "O", "H", "H", "O", "H", "H", "O", "H", "H", "O", "H", "H", "O", "H", "H", "O", "H", "H", "O", "H", "H", "H", "H"],
  "xyz": [[0.6227, 3.0093, 2.3384], [5.2342, 2.3370, -3.0158], [0.3507, 2.0543, 2.7403], [0.1360, 0.6511, 2.8750], [0.8334, 2.7521, 1.3917], [0.6312, 0.2899, 5.4266], [0.6837, -0.4630, 5.9992], [0.7067, 0.0304, 4.5051], [-2.2420, -0.1279, 3.1099], [-2.1894, -0.8633, 3.7321], [-2.6976, 0.6378, 3.4353], [2.2116, 1.7298, 0.7698], [1.9525, 2.3275, 0.0399], [2.0362, 0.9674, 0.1878], [-4.4460, 1.3782, -2.7877], [-4.4785, 2.2560, -2.4186], [-5.2678, 0.9973, -3.0950], [0.5118, -4.8074, -2.8421], [0.0604, -4.0630, -3.2816], [1.3563, -4.3307, -2.8821], [1.0421, -4.3523, 3.2581], [1.5187, -5.1323, 3.5875], [0.8641, -4.7756, 2.4105], [-0.9504, 1.7052, 0.6636], [-1.6149, 1.5464, -0.0149], [-0.3210, 3.2524, 2.2041], [-2.7165, -0.4515, -0.4233], [-3.3872, -0.9841, 0.0073], [-3.0771, -0.2257, -1.2860], [1.1646, 2.0048, -4.1198], [2.0951, 1.7765, -4.2240], [0.7403, 1.4282, -4.7676], [0.0178, -2.0477, 4.4081], [0.7539, -1.9302, 3.8137], [0.0857, -2.6603, 5.1374], [5.0950, 1.5580, -2.4766], [-0.9255, 0.8087, 1.0154], [5.8821, 1.3396, -1.9787], [-2.3503, 0.8484, -4.3460], [-2.2790, 1.7012, -4.7785], [-3.1902, 0.8194, -3.8441], [1.0826, -1.6182, 1.5833], [0.5268, -1.4562, 0.8378], [1.8224, -2.1254, 1.2445], [1.4539, -0.3698, -0.8418], [1.2086, -0.3940, -1.7822], [2.4007, -0.5052, -1.0273], [0.5160, 3.0676, -1.4029], [0.6079, 2.1569, -1.6967], [0.2079, 3.6027, -2.1335], [-1.0824, -2.0064, -3.4467], [-1.4490, -1.6219, -4.2534], [-1.8459, -1.8864, -2.8679], [-0.7097, 0.0989, 2.8277], [0.8072, 0.0651, 2.4851]],
  "molar_mass_g_mol": 325.3,
  "total_charge": 1,
  "orbital_gap_ev": 9.95,
  "de_lowest_kcal_mol": 100.3,
  "e_tot_ha": -1376.22847,
  "lumo_energy_ev": -2.60
}

***

3.
{
  "formula": "CH5HgO2",
  "method": "the ωB97M-V functional and the def2-TZVPD basis",
  "species": ["C", "H", "H", "H", "O", "Hg", "H", "O", "H"],
  "xyz": [[0.6741, -0.6394, -0.6296], [0.9567, -1.2337, 0.2482], [-0.3754, -0.8012, -0.9234], [1.3038, -0.9785, -1.4664], [-1.0399, 0.7051, 1.6809], [-2.7314, -0.0728, 1.5435], [-0.4240, 0.9835, 0.9717], [0.9470, 0.7509, -0.3351], [0.6890, 1.2861, -1.0897]],
  "molar_mass_g_mol": 249.6,
  "total_charge": -1,
  "orbital_gap_ev": 4.75,
  "e_tot_ha": -344.94034,
  "lumo_energy_ev": 3.48
}

***

4.
{
  "formula": "C4H9NO2",
  "method": "the ωB97M-V functional and the def2-TZVPD basis",
  "species": ["N", "C", "C", "O", "C", "C", "O", "H", "H", "H", "H", "H", "H", "H", "H", "H"],
  "xyz": [[-0.3102, -1.6887, 1.2581], [0.0407, -0.6985, 0.2364], [0.0691, -1.5253, -1.0474], [0.8885, -1.2102, -1.9037], [-0.9734, 0.5310, -0.0196], [-0.4638, 1.8879, 0.7640], [0.8358, 2.3527, 0.3634], [0.6035, -2.1209, 1.5068], [-0.8434, -2.4789, 0.8252], [1.0666, -0.3744, 0.3843], [-0.6935, -2.2718, -1.2049], [-1.0963, 0.7567, -1.0604], [-2.0183, 0.2337, 0.3557], [-1.2277, 2.7466, 0.6553], [-0.2780, 1.6890, 1.8710], [0.8284, 3.3303, 0.5823]],
  "molar_mass_g_mol": 103.1,
  "orbital_gap_ev": 10.06,
  "de_lowest_kcal_mol": 66.4,
  "e_tot_ha": -362.97970,
  "smiles": "N[C@@H](C=O)CCO",
  "lumo_energy_ev": 0.86
}

***

5.
{
  "formula": "C3H6N4O",
  "method": "the ωB97M-V functional and the def2-TZVPD basis",
  "species": ["H", "N", "C", "N", "C", "N", "N", "C", "O", "H", "H", "H", "H", "H"],
  "xyz": [[-1.4758, -0.4159, -2.2588], [-0.6695, -0.1473, -1.6962], [-0.6757, -0.5884, -0.4638], [-1.1159, -1.7712, 0.0152], [0.1816, 0.2845, 0.3159], [0.9026, -0.1495, 1.4695], [-0.2137, 1.7229, 0.1343], [0.6286, 1.2795, -0.8684], [1.6831, 1.6407, -1.3248], [-1.3412, -2.5049, -0.6390], [-0.7137, -2.0434, 0.9040], [1.9010, 0.0099, 1.3622], [0.5996, 0.3343, 2.3091], [0.3089, 2.3488, 0.7408]],
  "molar_mass_g_mol": 114.1,
  "orbital_gap_ev": 8.85,
  "de_lowest_kcal_mol": 76.8,
  "e_tot_ha": -412.08650,
  "smiles": "[H]/N=C(\\N)[C@]1(N)NC1=O",
  "lumo_energy_ev": 0.63
}

***

Copy entry 1 word for word.
{
  "formula": "C12H16F17NO5P3S",
  "method": "the ωB97M-V functional and the def2-TZVPD basis",
  "species": ["C", "C", "N", "F", "P", "P", "O", "O", "O", "P", "S", "H", "H", "H", "H", "H", "H", "H", "H", "C", "C", "C", "F", "F", "F", "F", "O", "C", "C", "F", "F", "F", "F", "H", "H", "H", "H", "C", "C", "C", "F", "F", "F", "F", "O", "C", "C", "F", "F", "F", "F", "H", "H", "H", "H"],
  "xyz": [[3.8558, 0.0495, 1.3173], [3.3963, -0.4774, 0.1175], [2.0883, -1.2234, -0.0295], [2.1158, -2.0294, -1.1168], [0.8134, 0.0691, -0.1514], [-1.1998, -0.7521, 0.0529], [-2.1754, 0.1731, -0.6635], [-1.3886, -2.2952, -0.5656], [-1.6400, -0.7253, 1.6930], [1.9257, -2.2413, 1.5021], [1.0247, -3.9316, 1.1139], [4.9294, 0.1444, 1.6178], [3.0901, 0.4687, 2.0393], [4.0119, -0.2963, -0.8127], [1.0928, 0.9249, 0.9782], [-1.6703, -2.8362, 0.2091], [-1.7456, 0.2357, 1.8822], [1.2579, -1.4592, 2.4968], [3.2507, -2.5980, 1.9317], [2.2572, -1.9024, -4.3187], [1.3788, -2.4455, -5.4696], [1.8675, -3.7176, -6.1675], [3.0552, -3.5528, -6.7716], [0.9937, -4.0785, -7.1365], [1.1721, -1.4563, -6.3646], [0.1593, -2.7252, -4.9265], [3.1459, -0.8194, -4.6263], [4.4207, -1.1191, -5.1439], [4.6288, -0.5514, -6.5516], [3.7333, -1.0538, -7.4222], [5.8554, -0.8757, -7.0150], [4.6473, -2.4396, -5.0718], [5.3076, -0.5443, -4.2994], [1.5620, -1.4678, -3.5959], [2.7636, -2.7000, -3.7700], [1.9460, -4.5496, -5.4616], [4.5280, 0.5362, -6.5510], [-4.1213, 1.8115, 5.6498], [-5.1540, 2.8112, 6.2198], [-6.3360, 3.1691, 5.3154], [-5.9526, 3.7745, 4.1777], [-7.1591, 4.0371, 5.9500], [-4.5055, 3.9250, 6.6276], [-5.6667, 2.2394, 7.3447], [-2.9117, 2.3564, 5.0948], [-2.9082, 2.7584, 3.7507], [-2.6357, 4.2569, 3.5848], [-3.5713, 4.9978, 4.2014], [-2.6579, 4.5996, 2.2762], [-4.0384, 2.3604, 3.1525], [-1.9048, 2.0549, 3.1537], [-3.7724, 1.2296, 6.5061], [-4.5775, 1.0767, 4.9838], [-6.9203, 2.2806, 5.0599], [-1.6621, 4.5237, 4.0026]],
  "molar_mass_g_mol": 702.2,
  "total_charge": 1,
  "orbital_gap_ev": 8.06,
  "e_tot_ha": -4017.37671,
  "lumo_energy_ev": -5.47
}